#P
# C38H109N5O23

A 14-piece molecular cluster, C38H109N5O23 overall (ωB97M-V/def2-TZVPD, the OMol25 dataset).

Cartesian coordinates (Å):
C  -2.23635  -15.69972  -3.50364
C  -2.15307  -14.70264  -4.66477
O  -3.23191  -13.77895  -4.55300
O  -1.38374  -16.78732  -3.76906
H  -3.28206  -16.01805  -3.43229
H  -1.93973  -15.19348  -2.58557
H  -2.13433  -15.14672  -5.66428
H  -1.18961  -14.18761  -4.55351
H  -3.25011  -13.23712  -5.38529
H  -1.88349  -17.41012  -4.32053
C  -5.45092  -12.77928  -2.15574
C  -6.22706  -12.25366  -0.95006
O  -5.76490  -10.96796  -0.57362
O  -4.09765  -13.08318  -1.89628
H  -5.64950  -12.04029  -2.94219
H  -5.83736  -13.78984  -2.36423
H  -6.07053  -13.01688  -0.17432
H  -7.29755  -12.20035  -1.13655
H  -4.90973  -11.09940  -0.15018
H  -3.64846  -13.31787  -2.72231
C  -3.78180  -20.12983  -9.93940
C  -4.82001  -19.41271  -10.82742
O  -5.04863  -18.09828  -10.37176
O  -2.51959  -19.49235  -10.06392
H  -3.66999  -21.19793  -10.11732
H  -4.23379  -20.01884  -8.94621
H  -5.74506  -19.99811  -10.76432
H  -4.47590  -19.46370  -11.86222
H  -5.61688  -18.21912  -9.57978
H  -2.69187  -18.54196  -10.15059
C  -9.22776  -11.22078  -9.57190
C  -8.62307  -12.38585  -8.84799
O  -7.31869  -12.72604  -9.31885
O  -9.37389  -11.49310  -10.96268
H  -8.53875  -10.36725  -9.48020
H  -10.12699  -10.84659  -9.07482
H  -9.27750  -13.23961  -9.03666
H  -8.57537  -12.10776  -7.79621
H  -7.29941  -12.56866  -10.27166
H  -10.12072  -10.99046  -11.29570
C  -11.04614  -19.86267  -6.57910
C  -10.63411  -19.37483  -7.95476
O  -9.47523  -18.58458  -7.81799
O  -11.67558  -18.80063  -5.84534
H  -10.14853  -20.28759  -6.11655
H  -11.76467  -20.69003  -6.61987
H  -11.46256  -18.79323  -8.37249
H  -10.46865  -20.24193  -8.59308
H  -9.67105  -17.87842  -7.19005
H  -11.34671  -19.03049  -4.93897
C  -4.53551  -15.07857  -11.75451
C  -4.58558  -14.01201  -12.81795
O  -5.94959  -13.80328  -13.23087
O  -4.34170  -16.37481  -12.29561
H  -5.34619  -15.08656  -11.01403
H  -3.69743  -14.94138  -11.04453
H  -3.97322  -14.27313  -13.68186
H  -4.33160  -13.01627  -12.45506
H  -6.35739  -14.63982  -13.47488
H  -4.61010  -17.03746  -11.63009
C  -2.92560  -18.74513  -6.72230
C  -1.51720  -19.25081  -6.81979
O  -0.57659  -18.16031  -6.82639
O  -3.14377  -18.16592  -5.45092
H  -3.64582  -19.56813  -6.86389
H  -3.21215  -18.09187  -7.55907
H  -1.34604  -19.81081  -7.73896
H  -1.23638  -19.88481  -5.97520
H  -0.25066  -18.01367  -5.93396
H  -4.08647  -17.89750  -5.40898
C  -7.70780  -13.55198  -4.61916
C  -8.29721  -12.16725  -4.39086
O  -9.56413  -12.10959  -5.05288
O  -8.27035  -14.55152  -3.75272
H  -6.64030  -13.56734  -4.41200
H  -7.86686  -13.67976  -5.69691
H  -7.66833  -11.46847  -4.95389
H  -8.33663  -11.91317  -3.33159
H  -10.04227  -11.28518  -4.95514
H  -9.19380  -14.64169  -4.06172
C  -11.80483  -15.46289  -5.29406
C  -10.87892  -15.67110  -6.45844
O  -10.38168  -14.50488  -7.05353
O  -11.06780  -14.93823  -4.16681
H  -12.19316  -16.42693  -4.94772
H  -12.64223  -14.78148  -5.46395
H  -11.35936  -16.25314  -7.24845
H  -10.08419  -16.33543  -6.07746
H  -10.19192  -13.82578  -6.38425
H  -11.61115  -14.27992  -3.73115
C  -10.30573  -17.55790  -2.41404
C  -11.15918  -18.81653  -2.17968
C  -12.60536  -18.43909  -1.92544
O  -12.71428  -17.48913  -0.89596
C  -13.97554  -16.87262  -0.83751
N  -11.00348  -19.75914  -3.30031
H  -10.30454  -16.89809  -1.54764
H  -10.55988  -16.94151  -3.27735
H  -9.26944  -17.89946  -2.51118
H  -10.71453  -19.25247  -1.27632
H  -13.22144  -19.33098  -1.74028
H  -13.01972  -17.99921  -2.84399
H  -13.87506  -15.97351  -0.22994
H  -14.71567  -17.51392  -0.35083
H  -14.36767  -16.54273  -1.80427
H  -11.52125  -20.59412  -3.03445
H  -10.01524  -20.00263  -3.25876
C  -7.08228  -16.00319  -8.52139
C  -6.23783  -16.84989  -7.57956
C  -6.53698  -16.54933  -6.10467
O  -5.75277  -17.44292  -5.33416
C  -6.03373  -17.40533  -3.94270
N  -6.36447  -18.27168  -7.94090
H  -8.15088  -16.04224  -8.29121
H  -6.90670  -16.12812  -9.58510
H  -6.84118  -14.96877  -8.24456
H  -5.17925  -16.61040  -7.74126
H  -7.60105  -16.75956  -5.94283
H  -6.30205  -15.50840  -5.87930
H  -5.54765  -16.56581  -3.44727
H  -5.65986  -18.35170  -3.54227
H  -7.09999  -17.45514  -3.70687
H  -7.36396  -18.47379  -7.88162
H  -6.00466  -18.76961  -7.12574
C  -4.79508  -13.59098  -7.73884
C  -3.38100  -13.07460  -7.93548
C  -3.26085  -12.38496  -9.29432
O  -2.00136  -11.80030  -9.50260
C  -1.87261  -11.29340  -10.80372
N  -3.13742  -12.15753  -6.79569
H  -5.11859  -14.11172  -8.64161
H  -5.54448  -12.82968  -7.52491
H  -4.76707  -14.24266  -6.86137
H  -2.67416  -13.90150  -7.86097
H  -4.08993  -11.65993  -9.30580
H  -3.50732  -13.08701  -10.10170
H  -2.46186  -10.38341  -10.97519
H  -2.08013  -11.99516  -11.61511
H  -0.84862  -10.92914  -10.90819
H  -2.42208  -11.48732  -7.07696
H  -3.91951  -11.54490  -6.57993
C  0.84419  -15.51220  -13.02827
C  -0.37106  -16.22665  -12.43487
C  -0.55439  -15.70399  -11.04317
O  -1.60629  -16.44088  -10.37362
C  -1.52070  -16.33288  -8.97275
N  -1.56836  -16.00314  -13.26011
H  1.73583  -15.85053  -12.49053
H  0.76725  -14.43268  -12.89411
H  1.04240  -15.73504  -14.07610
H  -0.20496  -17.30845  -12.35260
H  -0.88924  -14.65719  -11.04343
H  0.31748  -15.73808  -10.38642
H  -1.26828  -15.29093  -8.73527
H  -0.80968  -17.01562  -8.49752
H  -2.49650  -16.54130  -8.52523
H  -2.27969  -16.44653  -12.66622
H  -1.60038  -16.68719  -14.01467
C  -5.98533  -23.73595  -6.01506
C  -5.98663  -22.26899  -6.50673
C  -6.16690  -21.25330  -5.36962
O  -7.45879  -21.45116  -4.85255
C  -7.73243  -20.75992  -3.66077
N  -4.82440  -22.02179  -7.38061
H  -5.29252  -23.82006  -5.17874
H  -5.87902  -24.48657  -6.79911
H  -7.00918  -23.99244  -5.71533
H  -6.86465  -22.16185  -7.15130
H  -6.05006  -20.25346  -5.79269
H  -5.40402  -21.44995  -4.60651
H  -8.61169  -21.15586  -3.16534
H  -7.90962  -19.69526  -3.88030
H  -6.82468  -20.75496  -3.04627
H  -4.01846  -22.28326  -6.80968
H  -4.77918  -22.71377  -8.12002

Computed properties:
LUMO energy: 0.03 eV
gap between HOMO and LUMO: 8.936 eV


#Q
# C38H109N5O23

A 14-piece molecular cluster, C38H109N5O23 overall (ωB97M-V/def2-TZVPD, the OMol25 dataset).

Cartesian coordinates (Å):
C  21.20459  9.56756  -5.65962
C  20.89486  9.17299  -7.05641
O  21.25420  10.13782  -7.96354
O  20.50665  10.72044  -5.24950
H  22.27765  9.70716  -5.52863
H  20.86448  8.79514  -4.96984
H  19.80795  9.21965  -6.98890
H  20.97175  8.13399  -7.37681
H  20.94129  10.98032  -7.62607
H  21.15553  11.14735  -4.68533
C  12.20363  13.74315  4.39554
C  12.06705  12.42463  5.15564
O  10.78240  12.18709  5.53149
O  13.47771  13.94518  3.86538
H  12.05405  14.47748  5.18705
H  11.48696  13.86137  3.58283
H  12.66393  12.54465  6.05976
H  12.49493  11.59739  4.58933
H  10.62721  12.91343  6.13973
H  13.56873  14.81459  3.46859
C  8.94301  18.76604  -2.04163
C  8.42849  17.95774  -0.76074
O  7.46777  18.62642  -0.00686
O  7.86572  19.25441  -2.81712
H  9.68733  18.14476  -2.53972
H  9.50817  19.58978  -1.60557
H  9.20833  17.60137  -0.08772
H  7.86860  17.11406  -1.16425
H  7.90769  19.30963  0.50432
H  7.90567  20.21060  -2.89265
C  10.91060  8.27366  -7.99946
C  10.92921  7.58176  -9.32831
O  11.61734  6.28278  -9.24697
O  10.32553  7.34157  -7.10302
H  10.44795  9.26018  -8.02866
H  11.91343  8.32296  -7.57521
H  11.51172  8.21407  -9.99837
H  9.94554  7.61164  -9.79692
H  11.69959  5.86616  -10.10793
H  10.62678  6.49555  -7.44227
C  19.56959  13.99626  2.46641
C  19.17048  12.61264  2.88142
O  17.76049  12.27809  2.54791
O  18.83588  14.93269  3.27419
H  19.40553  14.28881  1.42930
H  20.63243  14.16204  2.64245
H  19.38447  12.33693  3.91403
H  19.76714  11.90687  2.30350
H  17.29978  12.90808  3.10689
H  18.27578  15.51345  2.75398
C  6.94128  10.47817  -3.90312
C  5.78585  11.19284  -3.17209
O  6.28974  12.39193  -2.59016
O  6.71994  9.08571  -4.12697
H  7.82662  10.55270  -3.27168
H  7.07650  10.85917  -4.91537
H  5.30436  10.58025  -2.40986
H  5.04779  11.48827  -3.91780
H  6.59089  12.27104  -1.68667
H  7.55092  8.77471  -4.49352
C  4.57421  14.35937  2.18239
C  5.77326  13.50215  2.58695
O  6.74722  13.20156  1.60423
O  4.82761  15.69246  2.52986
H  3.64968  14.02931  2.65612
H  4.30927  14.29260  1.12719
H  5.36859  12.53588  2.88806
H  6.35265  13.92427  3.40806
H  7.28610  12.47942  1.93548
H  5.43251  15.98418  1.84386
C  14.17299  4.17356  -1.40162
C  13.92175  3.03300  -0.39390
O  12.52716  2.85045  -0.10288
O  13.88226  5.42610  -0.78153
H  13.49380  4.05891  -2.24640
H  15.19993  4.09401  -1.75822
H  14.40583  3.27205  0.55301
H  14.36455  2.10570  -0.75741
H  11.87668  3.55103  -0.19042
H  13.98559  6.14008  -1.41489
C  20.30809  4.14842  -0.49236
C  20.37634  2.82830  0.27861
O  19.34682  2.85317  1.23721
O  20.34922  5.30802  0.42606
H  19.39053  4.12599  -1.08031
H  21.13547  4.09543  -1.19998
H  21.32655  2.81217  0.81241
H  20.32902  1.92191  -0.32497
H  19.59909  2.19740  1.89137
H  19.51605  5.46561  0.87617
C  16.79857  7.34262  5.50145
C  16.03643  6.51555  4.43063
C  14.53744  6.50540  4.81083
O  14.21306  6.47186  6.20800
C  12.87258  6.07814  6.54407
N  16.37134  7.03464  3.08521
H  17.81460  7.57747  5.18424
H  16.76255  6.96460  6.52317
H  16.27297  8.29280  5.59633
H  16.42131  5.50502  4.56775
H  14.07873  5.72803  4.19978
H  13.99708  7.37317  4.43256
H  12.79095  5.90913  7.61779
H  12.51871  5.16911  6.05773
H  12.09977  6.82220  6.35107
H  15.66043  6.65588  2.47591
H  16.15649  8.02151  3.09134
C  19.21502  3.66407  -6.87900
C  20.18895  3.12560  -7.89972
C  21.68266  2.96216  -7.31606
O  22.11568  4.21054  -6.72885
C  23.49029  4.30854  -6.43009
N  19.56033  1.95653  -8.36649
H  19.79953  4.42845  -6.36700
H  18.91971  3.00211  -6.06493
H  18.34963  3.97412  -7.46473
H  20.30841  3.86079  -8.69553
H  22.43990  2.70029  -8.05504
H  21.62496  2.21569  -6.52388
H  24.04085  4.06433  -7.33858
H  23.85144  3.62839  -5.65867
H  23.80861  5.29934  -6.10595
H  19.15787  1.42727  -7.60622
H  20.25710  1.42727  -8.87096
C  12.82941  12.52640  -1.52655
C  13.05920  10.98677  -1.76364
C  14.37585  10.86947  -2.53400
O  14.40005  9.49874  -3.00489
C  15.62269  9.10016  -3.50627
N  13.04142  10.41183  -0.48481
H  13.66225  13.05707  -1.06517
H  11.94413  12.66064  -0.90497
H  12.71635  13.15241  -2.41167
H  12.24730  10.59283  -2.37497
H  15.18939  11.09629  -1.84495
H  14.46193  11.54701  -3.38348
H  15.47796  8.24281  -4.16361
H  16.40146  8.74421  -2.83179
H  16.02669  9.90158  -4.12482
H  13.29396  9.43807  -0.57495
H  13.81742  10.84943  -0.00897
C  16.94617  13.45061  -8.09175
C  17.51139  14.71625  -7.40062
C  16.88777  15.17265  -6.06145
O  17.57021  16.33309  -5.68738
C  17.31415  16.87176  -4.39937
N  18.88014  14.32340  -7.13138
H  17.66078  13.10489  -8.83868
H  15.95488  13.65159  -8.49803
H  16.75393  12.64299  -7.38544
H  17.57902  15.59592  -8.04071
H  17.17489  14.45347  -5.29436
H  15.80413  15.28612  -6.03054
H  16.38653  17.43332  -4.51014
H  18.09478  17.61403  -4.23275
H  17.38474  16.21242  -3.53428
H  19.19678  15.16052  -6.66334
H  18.89706  13.65176  -6.37725
C  7.63604  6.63249  2.98969
C  8.69677  7.08510  2.00086
C  8.31570  6.71010  0.55053
O  8.55136  5.35789  0.35539
C  8.30848  4.81959  -0.94172
N  8.88822  8.55891  2.08020
H  8.01033  6.66929  4.01275
H  7.37088  5.62196  2.67885
H  6.68701  7.15534  2.87114
H  9.66599  6.65693  2.25656
H  8.93152  7.30487  -0.12410
H  7.28606  6.85572  0.22383
H  8.80360  5.43888  -1.68967
H  7.26409  4.87997  -1.24784
H  8.74866  3.83597  -1.10557
H  9.64718  8.83017  1.47151
H  9.14014  8.75679  3.03805

Computed properties:
LUMO energy: -0.01 eV
gap between HOMO and LUMO: 9.219 eV


Name the least stable of them. #Q.